No. 1
Density functional theory data (the ωB97M-V functional and the def2-TZVPD basis) for a cluster of 2 separate species, C13H18BFN3O6 in total.

- Energy above the lowest of the compared OMol25 structures with the same formula, charge and spin: 623.0 kJ/mol
- LUMO level: -5.4 eV
- Net charge: +1

```
42
Properties=species:S:1:pos:R:3:forces:R:3
C 0.71766 -1.09711 2.69816 0.609 0.565 -0.284
B 0.08140 -0.13237 1.52092 0.109 -1.621 -2.467
O 0.07990 -0.61899 0.09594 1.575 0.325 4.318
C -0.52867 1.39042 1.79866 0.636 -0.297 -0.113
C -1.72009 1.44367 2.91911 2.612 -0.222 1.529
N -3.12387 1.56127 2.37461 -0.990 -0.247 1.007
C -3.85374 0.23765 2.20110 -9.125 -1.273 -0.450
O -5.21342 0.32048 2.19147 9.578 0.039 0.088
N -3.20915 -1.11724 2.00640 -1.814 0.758 -1.046
C -4.07150 -1.90725 1.00117 -6.888 -5.001 0.154
O -5.09386 -2.71036 1.37722 8.204 6.064 -2.562
F -3.86153 -1.81819 -0.49169 0.159 0.543 5.503
C -3.25670 2.34365 1.08758 0.764 0.926 -3.557
C -2.17558 1.67634 0.01181 -1.054 0.221 0.041
O -0.83902 2.02923 0.51230 -1.912 -0.515 0.451
H 1.30346 -0.42741 3.48616 -1.395 -1.605 -1.355
H -0.14938 -1.73195 3.19772 2.030 1.160 -0.878
H 1.52751 -1.77606 2.16490 -1.793 1.043 1.359
H 0.79305 -1.35002 0.06381 -1.660 1.342 -0.266
H 0.38515 2.00577 2.25858 -2.062 -1.171 -0.997
H -1.48582 2.34014 3.65292 -1.006 -1.698 -1.629
H -1.66427 0.45871 3.57911 -0.191 2.093 -1.410
H -3.68088 2.09899 3.10515 0.446 -1.065 -0.966
H -3.35626 -1.65188 2.91495 0.170 0.701 -1.352
H -4.35713 2.28963 0.63179 2.384 0.047 1.532
H -2.89309 3.47042 1.22040 -0.923 -2.579 0.141
H -2.34535 0.50877 -0.13644 0.533 2.263 0.573
H -2.42100 2.15150 -1.05600 1.056 -0.804 2.529
C 4.55207 0.63832 -4.48268 -0.048 -0.095 0.082
C 4.69885 -0.70737 -4.82285 -0.188 0.074 0.355
C 4.21863 -1.70164 -3.96832 -0.029 0.010 0.031
C 3.58608 -1.33521 -2.77234 0.333 0.689 -0.563
C 3.44425 0.01479 -2.42470 0.005 -0.014 -0.036
C 3.93106 1.00011 -3.28599 0.010 -0.413 -0.059
N 3.05646 -2.37503 -1.88198 -0.109 -1.413 0.053
O 3.21843 -3.55835 -2.21550 -0.384 2.124 0.766
O 2.47430 -2.01037 -0.85040 0.595 -0.479 -0.933
H 4.92310 1.41013 -5.15487 -0.071 -0.171 0.152
H 5.18531 -0.98147 -5.75654 -0.117 0.004 0.236
H 4.34073 -2.74582 -4.24782 -0.134 0.213 0.244
H 2.95983 0.31315 -1.49730 0.080 -0.270 -0.210
H 3.82308 2.05095 -3.02652 0.005 -0.248 -0.009
```
Forces are in eV/Å.

No. 2
Density functional theory data (the ωB97M-V functional and the def2-TZVPD basis) for a structure of composition C13H18Cl2HgN4S.

- Energy above the lowest of the compared OMol25 structures with the same formula, charge and spin: 0.0 kJ/mol
- LUMO level (spin up / spin down): -3.1 / -4.2 eV
- Multiplicity: 2
- Net charge: +1

```
39
Properties=species:S:1:pos:R:3:forces:R:3
Hg -0.99174 -2.18174 0.34583 -0.080 0.192 -0.324
Cl -2.38097 1.11226 0.19802 -0.109 -0.062 -0.075
C -3.57310 0.40692 -0.86631 0.079 0.104 0.090
C -4.87056 0.86455 -0.74267 -0.049 -0.013 -0.046
C -5.84804 0.35545 -1.58254 0.015 -0.002 -0.007
C -5.52414 -0.61720 -2.51362 0.011 0.049 0.079
C -4.22321 -1.08300 -2.59712 -0.023 -0.058 -0.049
Cl -3.90266 -2.32173 -3.76098 0.058 0.021 0.017
C -3.19059 -0.57955 -1.78596 -0.235 0.007 0.023
S -1.55082 -1.12696 -1.96097 0.355 -0.171 0.210
H -5.10606 1.61478 -0.00194 0.006 0.020 -0.014
H -6.86338 0.72091 -1.51316 -0.002 -0.019 0.017
H -6.27376 -1.02851 -3.17395 -0.004 0.001 0.000
N 1.94144 -1.95106 -2.38282 -0.125 0.086 0.075
C 2.98898 -2.72500 -2.72310 0.024 0.009 -0.021
C 3.47521 -3.26698 -1.55764 -0.054 0.031 0.011
C 2.62690 -2.75502 -0.55898 0.049 -0.048 -0.035
N 1.69801 -1.95220 -1.06357 0.102 -0.108 0.014
H 1.32815 -1.43487 -2.99187 -0.009 -0.007 0.011
H 3.30132 -2.82933 -3.74805 0.003 -0.014 0.001
H 4.30694 -3.93970 -1.44973 -0.004 -0.008 0.013
H 2.64178 -2.95904 0.50121 0.005 0.008 -0.006
N 2.50545 2.65225 2.43125 -0.090 -0.099 0.002
C 3.13122 1.30599 2.13405 0.004 0.114 0.088
C 2.22553 0.58307 1.14981 -0.044 -0.055 -0.089
N 0.87308 0.43572 1.64111 -0.036 0.048 0.100
C 0.27777 1.70616 1.99725 0.005 -0.010 -0.019
C 1.10792 2.50094 2.99667 0.147 0.043 0.010
H 2.44104 3.17561 1.55467 0.032 0.032 0.020
H 3.09406 3.19694 3.06104 -0.012 -0.023 0.021
H 3.18977 0.78220 3.08798 0.033 -0.001 -0.006
H 4.13679 1.47790 1.75395 -0.015 0.037 -0.039
H 2.65020 -0.38688 0.89337 -0.037 0.036 0.034
H 2.18217 1.15413 0.21467 0.032 -0.061 -0.034
H 0.80711 -0.23429 2.39787 -0.014 -0.069 -0.058
H -0.71951 1.55395 2.40800 0.017 -0.002 0.012
H 0.15854 2.29846 1.08255 -0.049 -0.019 0.002
H 1.21545 1.97582 3.94530 0.015 0.005 0.000
H 0.71371 3.49908 3.18038 0.001 0.011 -0.027
```
Forces are in eV/Å.

Question: net charge of number 2 (C13H18Cl2HgN4S)?
Answer: +1